No. 1
{"formula": "C14H20N3O6P", "method": "ωB97M-V with the def2-TZVPD basis set", "elements": ["C", "C", "C", "H", "H", "H", "H", "O", "P", "O", "O", "C", "C", "H", "H", "H", "C", "H", "H", "H", "H", "C", "N", "N", "C", "C", "C", "C", "C", "C", "H", "H", "N", "O", "O", "H", "H", "H", "C", "O", "H", "H", "H", "H"], "positions_angstrom": [[-1.26173, 1.60340, 5.53744], [-1.86684, 1.40053, 4.15432], [-1.79257, 2.66735, 3.32113], [-0.75752, 2.97621, 3.20248], [-2.35273, 3.46019, 3.81040], [-2.22142, 2.49271, 2.33607], [-2.91267, 1.07768, 4.24030], [-1.18252, 0.29772, 3.54716], [-0.38974, 0.27908, 2.17785], [0.63370, 1.31075, 1.95321], [0.31588, -1.14666, 2.23338], [-0.20282, -2.33971, 2.83215], [-1.55857, -2.71198, 2.25295], [-1.49083, -2.81863, 1.17142], [-1.89095, -3.65531, 2.67843], [-2.29148, -1.94641, 2.49324], [0.84120, -3.42147, 2.58657], [0.93183, -3.61664, 1.52064], [1.80713, -3.09658, 2.96327], [0.55198, -4.33758, 3.09328], [-0.30665, -2.15640, 3.90727], [-1.53806, 0.18091, 0.73121], [-1.05510, 0.16489, -0.46392], [0.23366, 0.20908, -0.66148], [0.77685, 0.17896, -1.92384], [2.16528, 0.28683, -2.06213], [2.73602, 0.24635, -3.31349], [1.92241, 0.09682, -4.43412], [0.53946, -0.00892, -4.30634], [-0.03274, 0.03070, -3.05592], [-1.09954, -0.04812, -2.92581], [-0.06162, -0.12144, -5.19553], [2.51846, 0.05039, -5.73967], [1.77867, -0.07999, -6.69317], [3.72655, 0.14286, -5.81214], [3.80363, 0.32863, -3.44771], [2.77835, 0.40589, -1.18204], [0.85849, 0.34778, 0.13864], [-2.97990, 0.15031, 0.85303], [-3.58910, 0.14892, 1.89673], [-3.49732, 0.12821, -0.12383], [-1.81236, 2.37060, 6.07435], [-1.30218, 0.67671, 6.10412], [-0.22253, 1.90888, 5.44008]], "lowdin_charge": [-0.0365, -0.4356, -0.0513, 0.0779, 0.0917, 0.0714, 0.1393, -0.1677, 0.5366, -0.2411, -0.1704, -0.4414, -0.0386, 0.0917, 0.0898, 0.0604, -0.0401, 0.0851, 0.0825, 0.0832, 0.1415, -0.2503, 0.0978, 0.0326, -0.2090, 0.0035, 0.0120, -0.1596, 0.0134, -0.0007, 0.1064, 0.1215, -0.3687, 0.0770, 0.0770, 0.1220, 0.1201, 0.1178, -0.2625, 0.0407, 0.1277, 0.0837, 0.0808, 0.0884], "gap_ev": 7.93, "relative_energy_kj_mol": 0.0, "total_energy_ha": -1502.51530, "smiles": "CC(C)OP(=O)(OC(C)C)/C(C=O)=N\\Nc1ccc([N+](=O)[O-])cc1"}

No. 2
{"formula": "C14H20N4O", "method": "ωB97M-V with the def2-TZVPD basis set", "elements": ["C", "C", "C", "O", "N", "C", "N", "C", "C", "C", "C", "C", "C", "N", "C", "H", "H", "C", "N", "C", "H", "H", "H", "C", "H", "H", "H", "H", "H", "H", "H", "H", "H", "H", "H", "H", "H", "H", "H"], "positions_angstrom": [[-3.01392, -3.04121, -0.07740], [-2.86774, -1.65733, -0.79642], [-2.90603, -0.51207, 0.25614], [-4.01507, -0.06293, 0.61728], [-1.85404, -0.46699, 0.75818], [-0.64744, -0.76387, 0.68937], [-0.32090, -1.85524, 0.12724], [1.11944, -1.69294, -0.15631], [1.99043, -2.57374, -0.70175], [3.42759, -2.38982, -0.44150], [3.77471, -1.04398, 0.31698], [2.84415, -0.25783, 0.77690], [1.62014, -0.77629, 0.58506], [0.48308, 0.14272, 1.17160], [0.40108, 1.34125, 1.61407], [1.36558, 1.60122, 2.12019], [-0.12690, 1.16199, 2.72850], [-0.24424, 2.35309, 0.87174], [0.28455, 2.25280, -0.64561], [-0.81290, 2.69467, -1.42052], [-1.80642, 2.20556, -1.42417], [-0.59192, 2.43779, -2.38064], [-0.88047, 3.85890, -1.46357], [1.45464, 2.66045, -0.70645], [1.77344, 2.48399, -2.13712], [2.31244, 2.16689, -0.21241], [1.62256, 3.52037, -0.79957], [0.12953, 3.57416, 1.10195], [-1.37584, 2.31673, 0.95597], [3.34538, 0.44831, 1.52391], [4.90598, -0.97145, 0.36560], [4.08646, -3.03657, -0.99313], [1.72438, -3.41228, -1.14355], [-2.00569, 0.28314, 1.61298], [-2.13601, -1.61457, -1.36610], [-3.85086, -1.30002, -1.39583], [-3.10754, -3.78813, -1.11396], [-3.92847, -3.11655, 0.76031], [-2.17318, -3.17023, 0.42203]], "lowdin_charge": [-0.0736, -0.1562, -0.5871, 0.0382, 0.1653, -0.3099, 0.2245, -0.2058, 0.0043, 0.0382, -0.0726, -0.1070, -0.1356, 0.0483, -0.3736, 0.1394, 0.1838, -0.1124, -0.2745, -0.1114, 0.1011, 0.0346, 0.1264, -0.2000, 0.1978, 0.0975, -0.0563, 0.1985, 0.1184, 0.1605, 0.1151, 0.0731, 0.0570, 0.2502, -0.0048, 0.1620, 0.1495, 0.1403, -0.0432], "gap_ev": 8.88, "relative_energy_kj_mol": 1416.4, "total_energy_ha": -839.20749}

No. 3
{"formula": "C14H20N4O5S", "method": "ωB97M-V with the def2-TZVPD basis set", "elements": ["C", "C", "C", "H", "H", "C", "C", "N", "N", "C", "O", "C", "N", "S", "O", "O", "C", "C", "C", "C", "C", "C", "H", "H", "N", "O", "O", "H", "H", "H", "H", "H", "H", "C", "H", "H", "H", "H", "H", "H", "H", "H", "H", "H"], "positions_angstrom": [[-3.51995, -2.91505, 1.40623], [-3.53813, -1.85630, 0.31001], [-2.29340, -1.89005, -0.57616], [-2.43197, -1.19270, -1.40642], [-2.17653, -2.88842, -1.00354], [-1.01444, -1.51155, 0.18778], [0.13226, -1.32677, -0.77127], [0.38644, -0.28101, -1.44373], [-0.37937, 0.83758, -1.32967], [-0.00363, 1.98377, -1.95107], [0.92427, 2.08533, -2.71531], [-0.86852, 3.18352, -1.53572], [-0.24111, 3.77798, -0.36732], [-0.24313, 2.88657, 1.04054], [-1.36579, 1.97947, 1.06016], [-0.09974, 3.80748, 2.12292], [1.23296, 1.87700, 0.89530], [2.26600, 2.22605, 0.04567], [3.32265, 1.34812, -0.12252], [3.32267, 0.14945, 0.57866], [2.31182, -0.17325, 1.47571], [1.25715, 0.70493, 1.63142], [0.44045, 0.49118, 2.30211], [2.36150, -1.10191, 2.02332], [4.39198, -0.80229, 0.36266], [4.22577, -1.92407, 0.78877], [5.37448, -0.41983, -0.22693], [4.12923, 1.56467, -0.80568], [2.22368, 3.15308, -0.50113], [-0.50678, 4.73276, -0.18261], [-1.89962, 2.87312, -1.32574], [-0.85451, 3.91396, -2.34549], [-1.12477, 0.88156, -0.63372], [1.03855, -2.49255, -0.99128], [0.45484, -3.37354, -1.25170], [1.73736, -2.27147, -1.79189], [1.59684, -2.71880, -0.08368], [-1.20159, -0.59258, 0.75059], [-0.76135, -2.30071, 0.89525], [-4.41465, -2.01627, -0.32207], [-3.63083, -0.86595, 0.76184], [-3.37728, -3.90514, 0.97807], [-4.46238, -2.91003, 1.94849], [-2.72139, -2.72734, 2.11916]], "lowdin_charge": [-0.1091, -0.2627, -0.2019, 0.1110, 0.1157, -0.1485, -0.3526, 0.1303, 0.0492, -0.4978, 0.0868, -0.1269, -0.1189, 0.6690, -0.3040, -0.2662, -0.2578, -0.0371, 0.0437, -0.1365, 0.0129, -0.0486, 0.1225, 0.1263, -0.3555, 0.0789, 0.0986, 0.1304, 0.1194, 0.1170, 0.1192, 0.1350, 0.1054, -0.0217, 0.0826, 0.0864, 0.0723, 0.0933, 0.1172, 0.1060, 0.1071, 0.0750, 0.0698, 0.0649], "gap_ev": 8.41, "relative_energy_kj_mol": 3.8, "total_energy_ha": -1538.77448, "smiles": "CCCC/C(C)=N\\NC(=O)CNS(=O)(=O)c1ccc([N+](=O)[O-])cc1"}

No. 4
{"formula": "C14H20N5O", "method": "ωB97M-V with the def2-TZVPD basis set", "elements": ["C", "C", "C", "N", "N", "N", "N", "C", "C", "C", "O", "N", "C", "C", "C", "C", "C", "C", "C", "C", "H", "H", "H", "H", "H", "H", "H", "H", "H", "H", "H", "H", "H", "H", "H", "H", "H", "H", "H", "H"], "positions_angstrom": [[3.51027, -3.32508, 1.48684], [2.53354, -2.85219, 0.41743], [2.86645, -1.41772, 0.05098], [1.84118, -0.87252, -0.87909], [1.87917, 0.50408, -0.95986], [2.94059, 1.22925, -1.04015], [2.57037, 2.48220, -1.07202], [1.23776, 2.51810, -1.04112], [0.48717, 3.79615, -1.08994], [1.20334, 4.79177, -0.17411], [1.18234, 4.62281, 0.99739], [0.77562, 1.27963, -0.95270], [-0.64096, 0.84783, -0.89417], [-0.91603, -0.34571, 0.01222], [-2.40487, -0.47512, 0.26179], [-2.85521, -0.80838, 1.53836], [-4.21465, -0.97957, 1.80322], [-5.15140, -0.81280, 0.78097], [-4.71503, -0.48067, -0.49675], [-3.35347, -0.31103, -0.75786], [4.53107, -3.29129, 1.11513], [3.29926, -4.33784, 1.80847], [3.46859, -2.68474, 2.36398], [2.61201, -3.49338, -0.45588], [1.52202, -2.91078, 0.80902], [2.87859, -0.81470, 0.95029], [3.84196, -1.39198, -0.42726], [1.95699, -1.24835, -1.81459], [-0.51442, 3.65051, -0.69645], [0.42505, 4.14229, -2.11652], [1.69512, 5.65735, -0.62985], [-0.97833, 0.69900, -1.91208], [-1.17195, 1.70454, -0.49506], [-0.38279, -0.24880, 0.95038], [-0.59837, -1.25060, -0.49401], [-2.14489, -0.94290, 2.34136], [-4.51802, -1.24042, 2.80364], [-6.20131, -0.94467, 0.98717], [-5.42130, -0.36030, -1.30294], [-3.07547, -0.08397, -1.77624]], "lowdin_charge": [-0.0970, -0.2457, -0.1907, 0.0570, -0.1045, 0.1596, 0.1527, -0.2412, -0.0369, -0.2417, 0.1119, 0.0946, -0.0611, -0.1334, -0.2326, -0.0397, -0.0592, -0.0682, -0.0673, -0.0443, 0.0802, 0.0794, 0.0782, 0.1127, 0.1074, 0.1252, 0.1213, 0.1569, 0.1228, 0.1361, 0.1357, 0.1361, 0.1309, 0.1208, 0.1103, 0.1104, 0.1067, 0.1068, 0.1066, 0.1032], "charge": 1, "gap_ev": 8.20, "relative_energy_kj_mol": 449.1, "total_energy_ha": -894.15413, "smiles": "CCCNn1nnc(CC=O)[n+]1CCc1ccccc1"}

No. 5
{"formula": "C14H20N7NiPS3", "method": "ωB97M-V with the def2-TZVPD basis set", "elements": ["Ni", "S", "C", "C", "N", "C", "S", "C", "N", "C", "N", "C", "N", "C", "N", "C", "P", "C", "C", "H", "H", "H", "H", "H", "H", "H", "H", "H", "H", "H", "H", "S", "C", "N", "C", "C", "C", "N", "H", "H", "H", "H", "H", "H", "H", "H"], "positions_angstrom": [[-0.87193, 0.92679, -1.80079], [-1.24955, 1.60713, -3.80299], [-2.93620, 1.28801, -4.05729], [-3.48830, 1.61487, -5.33450], [-3.92212, 1.86650, -6.36930], [-3.67427, 0.72314, -3.07095], [-2.89399, 0.29905, -1.56926], [-5.06665, 0.43796, -3.18389], [-6.19404, 0.21900, -3.25262], [-0.48448, 1.26609, 3.39037], [-1.81391, 1.09684, 2.82059], [-2.22549, -0.29623, 2.98074], [-1.27662, -1.26262, 2.42478], [0.03662, -1.01340, 3.00507], [0.51667, 0.35694, 2.83086], [0.78910, 0.65283, 1.42434], [-0.71855, 0.47882, 0.36521], [-1.84518, 1.50352, 1.41791], [-1.23282, -1.19188, 0.96488], [-0.54215, 1.07450, 4.46417], [-0.15680, 2.29659, 3.23896], [-3.19825, -0.43851, 2.50822], [-2.32225, -0.49918, 4.04991], [0.75976, -1.70500, 2.56419], [-0.01989, -1.21106, 4.07799], [1.56735, -0.02331, 1.06903], [1.17361, 1.67284, 1.33269], [-2.85623, 1.41775, 1.01785], [-1.54891, 2.55238, 1.33050], [-0.52734, -1.93780, 0.58574], [-2.21088, -1.43131, 0.54405], [1.28006, 1.47159, -2.29362], [2.30876, 0.25822, -1.63349], [2.16268, -1.01493, -1.99569], [3.06729, -2.08909, -1.60231], [3.68802, -1.74220, -0.25982], [4.30862, -0.35632, -0.33519], [3.29594, 0.58541, -0.80142], [1.41849, -1.18858, -2.65385], [3.84144, -2.21183, -2.36536], [2.49773, -3.01577, -1.54946], [4.43915, -2.47969, 0.01732], [2.91145, -1.75266, 0.50813], [5.16132, -0.35311, -1.02031], [4.65854, -0.02404, 0.64133], [3.39421, 1.57179, -0.62271]], "lowdin_charge": [-0.4811, 0.6457, -0.7100, -0.2672, 0.1626, -0.6871, 0.6992, -0.2723, 0.1600, -0.1907, -0.1482, -0.1777, -0.1475, -0.1944, -0.1465, -0.3008, 0.9114, -0.2996, -0.3060, 0.1281, 0.1282, 0.1340, 0.1287, 0.1214, 0.1281, 0.0588, 0.0972, 0.0659, 0.1015, 0.0925, 0.0667, 0.6570, -0.7642, 0.0395, -0.1510, -0.1573, -0.1522, 0.0191, 0.1383, 0.1282, 0.1274, 0.1231, 0.1039, 0.1275, 0.1275, 0.1320], "gap_ev": [7.02, 7.03], "total_energy_ha": -3973.03296}